{"formula": "C9H10BF12IO2SSr", "method": "ωB97M-V/def2-TZVPD", "species": ["O", "C", "I", "C", "B", "C", "C", "C", "F", "F", "C", "F", "F", "S", "F", "F", "F", "F", "F", "C", "C", "O", "C", "F", "F", "F", "H", "H", "H", "H", "H", "H", "H", "H", "H", "H", "Sr"], "positions_angstrom": [[1.1090, -1.9264, 2.2080], [1.8677, -2.1167, 1.3692], [3.9903, -2.4096, 1.9083], [1.4473, -2.1945, -0.1117], [1.4171, -0.7563, -0.8289], [0.2094, -0.4559, -1.8153], [-1.2133, -0.6893, -1.1863], [-1.6695, 0.4539, -0.2446], [-1.2086, 1.6264, -0.8315], [-0.9947, 0.3597, 0.9418], [-3.2185, 0.6483, -0.1167], [-3.4166, 1.9479, 0.2246], [-3.8562, 0.5088, -1.2947], [-4.0970, -0.3902, 1.1767], [-3.3864, 0.3760, 2.3892], [-5.2930, 0.7086, 1.1915], [-4.9290, -1.1484, -0.0015], [-2.9985, -1.5749, 1.1269], [-4.9151, -1.2423, 2.2573], [2.6922, 0.1834, -0.4800], [2.4199, 1.7048, -0.1700], [1.6494, 2.3981, -1.1121], [1.8253, 1.9732, 1.2635], [0.7125, 2.6912, 1.1842], [1.6845, 0.8600, 1.9997], [2.7111, 2.7671, 1.9387], [2.2692, -2.7548, -0.6447], [0.5299, -2.7979, -0.2539], [0.2868, 0.5178, -2.3526], [0.2927, -1.2247, -2.6357], [-1.2859, -1.6608, -0.6581], [-1.9254, -0.7563, -2.0431], [3.3696, 0.1613, -1.4067], [3.3400, -0.2129, 0.3788], [3.4347, 2.2191, -0.1627], [1.8567, 2.1215, -2.0201], [5.2925, 0.0846, -1.1874]], "atomic_forces_ev_per_a": [[-1.030, 0.305, 2.022], [-0.506, -0.484, -2.325], [0.610, 0.223, -0.472], [1.470, -0.281, -0.572], [-0.892, -0.882, 0.512], [0.624, 0.074, -0.257], [-0.592, -0.162, -0.554], [1.454, -0.024, -1.651], [-0.560, -0.644, 0.517], [-0.731, 0.022, -0.360], [-0.300, 1.903, 0.068], [0.418, -0.917, 0.254], [1.052, -0.362, 0.466], [-3.577, -0.622, 0.723], [0.254, -0.613, -1.111], [1.107, -0.758, 0.090], [0.958, 0.109, 1.002], [-0.117, 1.001, 0.078], [0.780, 0.475, -0.806], [0.335, 0.710, 0.010], [1.015, 0.312, -0.882], [0.112, -0.690, 0.097], [0.467, 1.705, 0.489], [0.269, -1.113, 0.051], [-0.262, 0.255, -0.668], [-0.140, -0.752, -0.453], [-0.629, 0.366, 0.274], [0.436, 0.433, 0.481], [-0.358, -0.654, 0.549], [-0.015, 0.388, 0.682], [0.090, 0.637, -0.203], [0.411, 0.165, 0.740], [-2.845, 0.172, 0.286], [-0.837, 0.197, -0.808], [-0.547, -0.335, 0.435], [-0.142, 0.181, 0.380], [2.217, -0.339, 0.915]], "spin_multiplicity": 1, "homo_lumo_gap_ev": 6.568, "largest_force_ha_per_bohr": 0.0720, "e_tot_ev": -66627.9769, "total_charge": 2}